Record 1
{"formula": "C21H24AsIrO3S4Sb", "method": "ωB97M-V/def2-TZVPD", "elements": ["Ir", "Sb", "As", "S", "S", "S", "S", "O", "O", "O", "C", "C", "C", "C", "C", "C", "C", "C", "C", "C", "C", "C", "C", "C", "C", "C", "C", "C", "C", "C", "C", "H", "H", "H", "H", "H", "H", "H", "H", "H", "H", "H", "H", "H", "H", "H", "H", "H", "H", "H", "H", "H", "H", "H", "H"], "coordinates": [[0.04057, 0.56060, -0.10385], [2.88226, 0.65723, 1.96999], [-0.50267, -1.08120, -3.07036], [0.39047, 0.58409, 2.18261], [-1.02268, 3.08382, 1.28495], [3.44939, 2.73852, 2.80075], [2.38053, 0.92120, -0.41977], [-0.48460, 2.49477, -0.03427], [0.26153, -1.85338, -0.26122], [-0.27921, 0.39492, -2.34203], [-3.08381, -0.24431, -3.90721], [1.77486, -0.59989, -4.70115], [-2.43080, -4.60008, -1.82522], [-2.06681, 0.21683, 0.10071], [-1.90849, -0.83972, -4.35630], [2.91828, -0.93620, -5.40741], [-0.60289, -2.78596, -0.75012], [-4.01088, -0.44613, -6.11681], [3.34402, -2.25773, -5.45326], [-4.13448, -0.05116, -4.78998], [2.63312, -3.24605, -4.78910], [-1.08039, -2.62546, -2.04432], [-1.78146, -1.23270, -5.68180], [1.05586, -1.59566, -4.04939], [-2.83680, -1.03349, -6.56383], [0.32842, 4.01964, 1.95385], [-1.98964, -3.52508, -2.58659], [1.48561, -2.91581, -4.08066], [-1.07134, -3.83632, 0.02145], [-1.95404, 4.44388, 0.58108], [-1.96840, -4.74244, -0.51644], [-4.83247, -0.29110, -6.80483], [0.72783, 4.66753, 1.17411], [-0.05032, 4.59598, 2.80030], [-2.73884, -1.33477, -7.59904], [-0.45658, -1.14202, 0.09342], [-2.56166, 0.95810, -0.54223], [-3.16458, 0.07494, -2.87359], [-3.13757, -5.30656, -2.23869], [-0.71442, -3.92188, 1.04016], [1.45836, 0.43326, -4.62320], [2.97857, -4.27157, -4.80852], [-2.81750, 4.01865, 0.07430], [0.93494, -3.68069, -3.54642], [3.48944, -0.16391, -5.90564], [-0.86154, -1.68835, -6.02901], [-2.46195, -0.76784, -0.19493], [-1.32159, 4.97222, -0.13059], [-2.39636, 0.38343, 1.13186], [-2.27661, 5.10645, 1.38442], [-2.32511, -5.56099, 0.09555], [1.11414, 3.32906, 2.28926], [-5.04963, 0.41230, -4.44443], [4.24481, -2.51459, -5.99612], [-2.36339, -3.38092, -3.59354]], "forces_ev_per_angstrom": [[0.2, 0.6, -0.6], [-0.1, 0.0, -0.1], [0.0, 0.2, 0.3], [0.0, -0.1, 0.0], [0.0, 0.0, 0.4], [0.1, 0.0, 0.0], [0.0, 0.0, 0.0], [0.0, -0.1, -0.4], [-0.5, -0.2, 0.5], [-0.2, -0.2, 0.1], [0.0, 0.0, 0.0], [0.0, 0.0, 0.0], [0.1, 0.1, 0.1], [0.1, -0.1, 0.0], [0.0, -0.1, -0.1], [0.0, 0.0, 0.0], [0.0, 0.4, -0.5], [0.0, 0.0, 0.0], [0.0, 0.0, 0.0], [0.0, 0.0, 0.0], [0.0, 0.0, 0.0], [0.0, 0.3, -0.4], [0.0, 0.0, 0.0], [0.1, -0.1, 0.0], [0.0, 0.0, 0.0], [0.1, 0.1, 0.0], [-0.1, -0.2, 0.1], [0.0, 0.0, -0.1], [0.2, -0.2, 0.3], [0.0, 0.0, 0.0], [-0.1, 0.0, -0.2], [0.0, 0.0, 0.0], [0.0, 0.0, 0.0], [0.0, 0.0, 0.0], [0.0, 0.0, 0.0], [0.2, -0.5, 0.5], [0.0, 0.0, 0.0], [0.0, 0.0, 0.0], [0.0, 0.0, 0.0], [0.0, 0.0, 0.0], [0.0, 0.0, 0.0], [0.0, 0.0, 0.0], [0.0, 0.0, 0.0], [0.0, 0.0, 0.0], [0.0, 0.0, 0.0], [0.0, 0.0, 0.0], [-0.1, 0.0, 0.0], [0.0, 0.0, 0.0], [0.0, 0.0, 0.0], [0.0, 0.0, 0.0], [0.0, 0.0, 0.0], [-0.1, 0.1, 0.0], [0.0, 0.0, 0.0], [0.0, 0.0, 0.0], [0.0, 0.0, 0.0]], "orbital_gap_ha": 0.1841, "de_lowest_kcal_mol": 8.1, "lumo_energy_ev": 2.2, "total_charge": -1, "energy_ha": -5213.4524, "spin_multiplicity": 1}

***

Record 2
{"formula": "NO4P", "method": "ωB97M-V/def2-TZVPD", "elements": ["P", "O", "O", "O", "O", "N"], "coordinates": [[0.64740, 0.11404, 0.00283], [1.10354, 1.35460, 0.73935], [-0.38833, -1.20022, 0.82259], [1.78169, -0.49107, -0.81066], [-2.13450, 0.39411, -0.24108], [-1.00979, -0.17147, -0.51303]], "forces_ev_per_angstrom": [[-1.2, -2.6, 2.3], [-0.9, -0.3, 0.2], [2.7, 3.0, -1.2], [-1.3, 0.1, -0.2], [1.2, 0.5, 0.3], [-0.4, -0.6, -1.4]], "orbital_gap_ha": 0.2056, "de_lowest_kcal_mol": 50.8, "lumo_energy_ev": 7.6, "total_charge": -2, "energy_ha": -696.9745, "spin_multiplicity": 1}

***

Record 3
{"formula": "C5H11NO", "method": "ωB97M-V/def2-TZVPD", "elements": ["O", "N", "C", "C", "C", "C", "C", "H", "H", "H", "H", "H", "H", "H", "H", "H", "H", "H"], "coordinates": [[-1.27772, 0.29355, -1.80267], [-0.08901, 1.09418, 0.02090], [0.77555, 1.63087, -0.83086], [-0.03706, 1.12491, 1.36533], [-2.06597, -0.50361, 0.29927], [-1.17003, 0.29312, -0.61011], [1.72204, -1.59956, -0.28602], [1.58210, 2.22507, -0.42541], [1.44453, -0.89921, 0.50814], [1.05216, -1.47610, -1.14208], [-2.73573, -1.08345, -0.33566], [2.74616, -1.39904, -0.60930], [-1.48261, -1.16682, 0.94241], [0.76378, 1.69436, 1.81612], [1.65145, -2.62294, 0.09064], [-0.89572, 0.82821, 1.94129], [-2.65917, 0.15799, 0.93739], [0.67525, 1.40846, -1.87939]], "forces_ev_per_angstrom": [[0.0, 0.0, 0.4], [-0.6, -0.4, -0.2], [0.4, 0.2, -0.2], [0.0, 0.2, 0.3], [0.0, 0.0, 0.0], [0.0, 0.0, -0.2], [0.0, 0.0, 0.0], [-0.1, -0.1, -0.1], [0.1, -0.2, -0.1], [0.1, 0.0, 0.1], [0.1, 0.1, 0.1], [-0.1, 0.0, 0.0], [-0.1, 0.1, -0.1], [-0.1, -0.1, -0.1], [0.0, 0.1, -0.1], [0.1, 0.0, -0.1], [0.1, -0.1, -0.1], [0.0, 0.0, 0.1]], "orbital_gap_ha": [0.2733, 0.2680], "de_lowest_kcal_mol": 75.6, "lumo_energy_ev": [0.2, 0.2], "energy_ha": -327.0109, "spin_multiplicity": 1}

***

Record 4
{"formula": "F6H18O9P", "method": "ωB97M-V/def2-TZVPD", "elements": ["P", "F", "F", "F", "F", "F", "F", "O", "O", "O", "O", "O", "O", "O", "O", "O", "H", "H", "H", "H", "H", "H", "H", "H", "H", "H", "H", "H", "H", "H", "H", "H", "H", "H"], "coordinates": [[14.30826, 24.80948, -17.28604], [14.46363, 24.77368, -15.66641], [12.84978, 25.51211, -17.00197], [15.06116, 26.24813, -17.35524], [15.75385, 24.11746, -17.41582], [14.01871, 24.86207, -18.85230], [13.63374, 23.33323, -17.23752], [12.64108, 27.99587, -16.11798], [15.54374, 21.28853, -16.61034], [10.41699, 24.77245, -18.64141], [16.41485, 23.49170, -14.17795], [17.94469, 23.20333, -19.06861], [12.60077, 25.57397, -21.52696], [15.25019, 29.02132, -17.67797], [17.25736, 26.86365, -15.43864], [11.04914, 22.87233, -15.38787], [11.62200, 22.11578, -15.54155], [17.48508, 23.75993, -18.42880], [10.63008, 23.90547, -18.99611], [15.42399, 21.31109, -15.65600], [10.39857, 22.83750, -16.09524], [17.27004, 23.64122, -14.58716], [12.04926, 24.91961, -21.96275], [16.74752, 26.58850, -16.21082], [11.79030, 27.62375, -15.87177], [14.88731, 21.91594, -16.94645], [12.94705, 27.40710, -16.82207], [15.66533, 29.49768, -16.95432], [18.23606, 22.44654, -18.55262], [15.03217, 28.16146, -17.29759], [15.79682, 24.01671, -14.71132], [17.98152, 26.23495, -15.38804], [12.94554, 25.12550, -20.74599], [11.23046, 25.05990, -18.20454]], "forces_ev_per_angstrom": [[-0.6, -0.2, 1.3], [0.2, 0.1, -0.1], [0.4, -0.3, -0.7], [-0.4, 0.0, 0.0], [0.1, 0.0, -0.5], [0.4, 0.0, -0.3], [-0.2, 0.0, 0.0], [0.0, 0.3, -0.1], [-0.2, -0.3, -0.1], [0.0, -0.1, 0.1], [0.0, 0.0, 0.1], [0.3, 0.1, 0.0], [0.0, -0.1, -0.1], [0.1, 0.0, 0.0], [0.1, 0.0, -0.1], [-0.2, -0.1, 0.1], [0.1, 0.1, -0.1], [-0.2, -0.1, -0.1], [0.1, 0.0, 0.0], [0.1, 0.2, 0.0], [0.0, 0.1, -0.1], [0.0, 0.0, -0.1], [0.0, 0.0, 0.0], [-0.1, 0.0, 0.0], [0.0, -0.1, 0.1], [0.2, 0.0, 0.1], [-0.2, 0.2, 0.3], [0.0, 0.0, 0.1], [-0.1, -0.1, 0.0], [0.0, 0.2, -0.1], [0.1, -0.1, 0.1], [0.0, 0.0, 0.0], [0.1, 0.1, 0.1], [0.0, 0.0, 0.0]], "orbital_gap_ha": 0.4021, "de_lowest_kcal_mol": 10.2, "lumo_energy_ev": 2.7, "total_charge": -1, "energy_ha": -1628.8440, "spin_multiplicity": 1}